Molecular formula: C48H56CdN6STe
Method: DFT, ωB97M-V/def2-TZVPD

The spin multiplicity is 1. Its largest force on an atom is 0.014 hartree/bohr. As for the highest occupied orbital energy: -6.521 eV. The total charge is 0.

The geometry in XYZ format:
```
113
Properties=species:S:1:pos:R:3:forces:R:3
Cd -0.2647 -1.4173 -0.4862 0.0 -0.7 0.0
C 1.9739 0.2250 -6.2491 0.0 0.0 0.0
C 1.4165 -1.1715 -5.9501 0.0 0.1 0.0
C 0.4743 -1.1764 -4.7872 0.0 0.0 0.0
C -0.8900 -1.1575 -4.8019 0.0 0.0 0.0
C -1.8056 -1.1240 -5.9859 0.0 0.1 0.0
C -2.3082 0.2898 -6.3009 0.0 0.0 0.0
C -1.3274 -1.1432 -3.4065 -0.1 0.1 0.0
N -0.2316 -1.1475 -2.6220 0.0 0.0 0.1
C 0.8815 -1.1728 -3.3850 0.1 0.1 0.1
C 2.1953 -1.1727 -2.8915 -0.1 0.0 0.1
C 2.6624 -1.1172 -1.5635 0.0 0.1 -0.1
C 4.0556 -1.0506 -1.1426 0.0 0.0 0.0
C 5.2309 -1.0250 -2.0702 0.0 0.1 0.0
C 5.4577 0.3590 -2.6914 0.0 0.0 0.0
C 4.0549 -0.9552 0.2216 0.0 -0.1 0.0
C 2.6606 -0.9642 0.6439 0.0 0.2 0.1
C 2.1784 -0.8324 1.9588 -0.1 0.1 -0.1
C 0.8493 -0.8075 2.4198 0.1 0.1 -0.1
N -0.2445 -0.9068 1.6274 0.0 -0.1 -0.1
C -1.3644 -0.8499 2.3866 -0.1 0.1 -0.1
C -2.6865 -0.9035 1.9017 0.1 0.0 0.0
C -3.1614 -0.9933 0.5845 0.0 0.1 0.1
N -2.3812 -1.0647 -0.5133 0.1 -0.1 0.0
C -3.1456 -1.0766 -1.6219 0.0 0.0 -0.1
C -2.6558 -1.1164 -2.9406 0.1 0.0 0.1
C -4.5477 -1.0151 -1.2106 0.0 0.0 0.0
C -4.5573 -0.9649 0.1516 0.0 0.0 0.0
C -5.7359 -0.8559 1.0683 0.0 0.1 0.0
C -5.9682 0.5757 1.5669 0.0 0.0 0.0
C -5.7125 -0.9597 -2.1491 0.0 0.1 0.0
C -5.9492 0.4489 -2.7074 0.0 0.0 0.0
C -0.9627 -0.6965 3.7780 0.0 0.0 0.0
C 0.4057 -0.6636 3.7955 0.0 -0.1 0.0
C 1.3151 -0.4980 4.9725 0.0 0.1 0.0
C 1.7971 0.9479 5.1423 0.0 0.0 0.0
C -1.9058 -0.5661 4.9345 0.0 0.1 0.0
C -2.4817 0.8491 5.0679 0.0 0.0 0.0
N 1.8835 -1.0722 -0.4604 -0.2 -0.1 0.1
C 5.2290 -0.8164 1.1417 0.0 0.1 -0.1
C 5.5455 0.6457 1.4790 0.0 0.0 0.0
H 2.6432 0.2055 -7.1111 0.0 0.0 0.0
H 2.5287 0.6153 -5.3940 0.0 0.0 0.0
H 1.1631 0.9232 -6.4625 0.0 0.0 0.0
H 2.2429 -1.8583 -5.7517 0.0 0.0 0.0
H 0.9033 -1.5528 -6.8350 0.0 0.0 0.0
H -2.6592 -1.7814 -5.8043 0.0 0.0 0.0
H -1.2860 -1.5251 -6.8581 0.0 0.0 0.0
H -2.8106 0.7252 -5.4354 0.0 0.0 0.0
H -3.0102 0.2825 -7.1364 0.0 0.0 0.0
H -1.4745 0.9435 -6.5622 0.0 0.0 0.0
H 2.9707 -1.1954 -3.6495 0.0 0.0 0.0
H 5.0839 -1.7586 -2.8666 0.0 0.0 0.0
H 6.1287 -1.3295 -1.5282 0.0 0.0 0.0
H 4.5842 0.6764 -3.2630 0.0 0.0 0.0
H 6.3218 0.3550 -3.3579 0.0 0.0 0.0
H 5.6290 1.1050 -1.9142 0.0 0.0 0.0
H 2.9393 -0.7156 2.7242 0.0 0.0 0.0
H -3.4551 -0.8437 2.6645 0.0 0.0 0.0
H -3.4144 -1.1131 -3.7154 0.0 0.0 0.0
H -5.5918 -1.5215 1.9230 0.0 0.0 0.0
H -6.6308 -1.2048 0.5501 0.0 0.0 0.0
H -5.0989 0.9456 2.1132 0.0 0.0 0.0
H -6.8354 0.6278 2.2274 0.0 0.0 0.0
H -6.1378 1.2503 0.7264 0.0 0.0 0.0
H -6.6119 -1.2997 -1.6328 0.0 0.0 0.0
H -5.5473 -1.6546 -2.9758 0.0 0.0 0.0
H -6.1468 1.1530 -1.8976 0.0 0.0 0.0
H -6.8000 0.4658 -3.3907 0.0 0.0 0.0
H -5.0698 0.8050 -3.2466 0.0 0.0 0.0
H 2.1820 -1.1557 4.8590 0.0 0.0 0.0
H 0.8006 -0.8170 5.8818 0.0 0.0 0.0
H 2.3449 1.2799 4.2579 0.0 0.0 0.0
H 2.4540 1.0476 6.0085 0.0 0.0 0.0
H 0.9484 1.6202 5.2784 0.0 0.0 0.0
H -1.3883 -0.8307 5.8592 0.0 0.0 0.0
H -2.7251 -1.2803 4.8188 0.0 0.0 0.0
H -1.6837 1.5718 5.2462 0.0 0.0 0.0
H -3.1899 0.9116 5.8958 0.0 0.0 0.0
H -2.9967 1.1460 4.1529 0.0 0.0 0.0
H 6.1054 -1.2816 0.6857 0.0 0.0 0.0
H 5.0347 -1.3632 2.0685 0.0 0.0 0.0
H 5.7831 1.2041 0.5725 0.0 0.0 0.0
H 6.3956 0.7217 2.1591 0.0 0.0 0.0
H 4.6864 1.1294 1.9481 0.0 0.0 0.0
C 0.7739 2.3429 1.3734 0.0 0.0 0.1
Te -0.0552 1.8806 -0.5376 0.0 0.3 -0.1
C -0.3084 3.9944 -0.7658 0.0 0.1 0.0
C 0.2585 4.6365 0.4788 0.0 0.0 0.0
C 0.2668 6.0250 0.6192 0.0 0.0 0.0
C 0.7816 6.6208 1.7571 0.0 0.0 0.0
C 1.2974 5.8286 2.7778 0.0 0.0 0.0
C 1.2920 4.4514 2.6463 0.0 0.0 0.0
C 0.7761 3.8440 1.5008 0.0 0.0 0.0
H 1.7803 1.9289 1.4327 0.0 0.0 0.0
H 0.1704 1.8717 2.1502 0.0 0.0 0.0
H -1.3651 4.2297 -0.8851 0.0 0.0 0.0
H 0.2187 4.3289 -1.6581 0.0 0.0 0.0
H -0.1365 6.6402 -0.1772 0.0 0.0 0.0
H 0.7824 7.6992 1.8510 0.0 0.0 0.0
H 1.7019 6.2863 3.6716 0.0 0.0 0.0
H 1.6916 3.8299 3.4404 0.0 0.0 0.0
S -0.0900 -4.2904 -0.5664 -0.2 0.1 0.1
C 0.3251 -4.1581 1.0525 0.0 -0.1 0.2
N 1.6373 -3.8890 1.3610 0.1 0.0 -0.1
C 2.1117 -3.7784 2.6141 0.1 0.0 0.0
C 1.2629 -3.9521 3.6557 -0.1 -0.1 0.1
C -0.0842 -4.1916 3.3147 0.0 0.1 0.0
N -0.5415 -4.2998 2.0922 0.1 0.0 -0.1
H 2.2339 -3.6935 0.5643 0.0 0.0 0.1
H 3.1602 -3.5371 2.7174 0.0 0.0 0.0
H 1.5948 -3.8780 4.6790 0.0 0.0 0.0
H -0.8257 -4.2864 4.1027 0.0 0.0 0.0
```
Positions in Å, forces in eV/Å.